Record 1
{
  "formula": "C22H32Cl2F2NO4PS2Zn",
  "method": "ωB97M-V/def2-TZVPD",
  "homo_lumo_gap_ha": 0.073,
  "e_homo_ev": -12.93,
  "lumo_ev": -10.950,
  "charge": 2,
  "elements": ["C", "C", "C", "C", "C", "C", "C", "C", "Cl", "C", "C", "C", "C", "C", "O", "Cl", "C", "F", "C", "C", "C", "C", "C", "N", "O", "S", "O", "O", "C", "P", "S", "C", "C", "F", "H", "H", "H", "H", "H", "H", "H", "H", "H", "H", "H", "H", "H", "H", "H", "H", "H", "H", "H", "H", "H", "H", "H", "H", "H", "H", "H", "H", "H", "H", "H", "H", "Zn"],
  "positions_angstrom": [[-4.46, 1.40, -2.86], [-3.44, 2.29, -1.98], [-2.79, 1.41, -0.77], [-1.17, 1.65, -0.76], [-0.27, 0.78, 0.26], [-1.36, -0.01, 1.17], [-0.81, -0.87, 2.40], [-2.15, -1.44, 3.17], [-1.58, -2.34, 4.65], [0.75, -0.29, -0.50], [-0.03, -1.68, -0.89], [-1.30, -1.52, -1.86], [1.29, 0.21, -1.94], [2.24, -0.72, -2.80], [3.46, -0.40, -2.94], [1.77, -2.16, -3.88], [2.09, -0.64, 0.33], [3.28, 0.09, -0.10], [2.57, -2.21, 0.32], [3.72, -2.80, -0.55], [4.17, -4.31, -0.57], [3.34, -5.19, 0.44], [2.27, -4.42, 1.25], [1.87, -3.05, 1.22], [2.08, -0.42, 1.75], [1.95, 1.17, 2.18], [3.22, 2.00, 2.06], [1.71, 1.18, 3.68], [0.53, 1.89, 1.17], [1.53, 3.16, 0.07], [1.99, 4.83, 0.91], [-0.25, 2.75, 2.22], [-1.23, 3.94, 1.76], [-0.98, 2.08, 3.30], [-4.81, 2.03, -3.75], [-5.31, 1.01, -2.21], [-3.87, 0.51, -3.29], [-2.64, 2.69, -2.70], [-3.98, 3.20, -1.53], [-3.26, 1.80, 0.19], [-3.09, 0.32, -0.95], [-0.95, 1.58, -1.87], [-1.13, 2.79, -0.59], [-2.03, -0.75, 0.60], [-2.11, 0.71, 1.68], [-0.24, -0.31, 3.21], [-0.21, -1.81, 2.14], [-2.91, -0.61, 3.37], [-2.59, -2.22, 2.44], [-0.37, -2.25, 0.06], [0.63, -2.44, -1.44], [-2.26, -1.77, -1.27], [-1.45, -0.52, -2.37], [-1.28, -2.32, -2.70], [1.84, 1.23, -1.91], [0.45, 0.38, -2.73], [4.32, -2.10, -1.24], [5.00, -4.74, -1.23], [3.49, -6.31, 0.58], [1.70, -5.07, 2.02], [0.82, 3.48, -1.15], [2.77, 2.56, -0.40], [0.56, 3.31, 2.84], [-0.87, 4.54, 0.86], [-1.37, 4.63, 2.68], [-2.27, 3.49, 1.56], [3.41, -3.44, -2.83]]
}

---

Record 2
{
  "formula": "C22H32Cl2O3PdS",
  "method": "ωB97M-V/def2-TZVPD",
  "de_lowest_kcal_mol": 0.0,
  "homo_lumo_gap_ha": 0.303,
  "e_homo_ev": -15.12,
  "lumo_ev": -6.865,
  "charge": 2,
  "elements": ["Pd", "C", "O", "C", "C", "O", "C", "H", "H", "H", "H", "H", "H", "H", "H", "H", "H", "C", "C", "C", "C", "C", "C", "C", "C", "C", "C", "H", "H", "H", "H", "H", "H", "H", "H", "H", "H", "H", "H", "Cl", "C", "Cl", "H", "H", "C", "S", "O", "C", "C", "C", "C", "C", "C", "H", "H", "H", "H", "H", "H", "H", "H"],
  "positions_angstrom": [[-0.19, -1.29, -0.45], [-2.91, -1.81, 1.02], [-1.59, -2.36, 0.86], [-1.14, -3.10, 2.00], [-0.41, -2.21, 2.99], [0.74, -1.70, 2.35], [1.55, -0.93, 3.23], [-3.62, -2.62, 1.16], [-3.15, -1.26, 0.12], [-2.94, -1.13, 1.88], [-0.47, -3.87, 1.62], [-1.99, -3.58, 2.48], [-0.14, -2.81, 3.87], [-1.05, -1.39, 3.32], [1.94, -1.55, 4.04], [0.98, -0.10, 3.65], [2.38, -0.54, 2.64], [2.65, -0.47, -3.66], [1.31, -0.80, -3.06], [0.59, -1.90, -3.79], [0.98, -0.37, -1.75], [0.27, 0.62, -2.82], [0.88, 1.87, -3.06], [0.18, 2.89, -3.67], [-1.14, 2.68, -4.05], [-1.77, 1.47, -3.79], [-1.08, 0.45, -3.18], [3.25, -1.39, -3.61], [3.19, 0.30, -3.12], [2.56, -0.20, -4.72], [1.26, -2.77, -3.80], [0.39, -1.63, -4.82], [-0.34, -2.21, -3.31], [1.77, 0.20, -1.26], [1.92, 2.03, -2.78], [0.66, 3.84, -3.86], [-1.68, 3.47, -4.55], [-2.81, 1.32, -4.08], [-1.58, -0.49, -2.98], [3.52, -2.03, -0.21], [2.40, -3.30, 0.25], [0.95, -3.34, -0.84], [2.02, -3.10, 1.25], [2.86, -4.27, 0.14], [-1.61, 2.99, -0.18], [-0.39, 1.75, 0.24], [-1.18, 0.45, -0.04], [-0.32, 1.96, 1.99], [0.83, 2.54, 2.50], [0.90, 2.78, 3.87], [-0.16, 2.43, 4.69], [-1.30, 1.83, 4.16], [-1.39, 1.60, 2.80], [-2.53, 2.77, 0.37], [-1.77, 2.94, -1.25], [-1.21, 3.96, 0.11], [1.65, 2.80, 1.85], [1.78, 3.25, 4.29], [-0.10, 2.61, 5.76], [-2.12, 1.56, 4.81], [-2.28, 1.15, 2.37]]
}

---

Record 3
{
  "formula": "C22H32CoN7O2Si2",
  "method": "ωB97M-V/def2-TZVPD",
  "de_lowest_kcal_mol": 0.0,
  "homo_lumo_gap_ha": [0.204, 0.185],
  "spin_multiplicity": 2,
  "e_homo_ev": [-3.98, -3.47],
  "s_squared": 0.831,
  "lumo_ev": [1.569, 1.569],
  "charge": -1,
  "elements": ["Co", "O", "N", "N", "O", "C", "C", "C", "C", "C", "C", "H", "H", "H", "H", "H", "C", "Si", "C", "C", "C", "C", "C", "C", "C", "Si", "C", "C", "H", "H", "H", "H", "H", "H", "H", "H", "H", "H", "H", "H", "H", "H", "H", "H", "N", "C", "N", "C", "N", "N", "C", "C", "N", "C", "C", "H", "H", "H", "H", "H", "H", "H", "H", "H", "H", "H"],
  "positions_angstrom": [[-0.68, -0.05, 0.21], [1.31, 0.30, 0.98], [1.35, 1.07, 1.98], [0.21, 1.55, 2.33], [-0.92, 1.35, 1.68], [0.17, 2.40, 3.47], [-1.02, 3.06, 3.75], [-1.09, 3.90, 4.85], [0.00, 4.07, 5.69], [1.18, 3.38, 5.40], [1.27, 2.55, 4.30], [-1.86, 2.91, 3.08], [-2.02, 4.41, 5.07], [-0.06, 4.71, 6.55], [2.04, 3.50, 6.05], [2.18, 2.01, 4.08], [-2.45, -1.19, 3.06], [-1.18, -1.67, 1.72], [0.27, -2.33, 2.77], [-1.89, -3.24, 0.90], [-2.48, -4.33, 1.56], [-2.96, -5.42, 0.86], [-2.85, -5.46, -0.53], [-2.25, -4.40, -1.19], [-1.77, -3.28, -0.50], [-0.90, -1.77, -1.29], [-1.97, -1.37, -2.82], [0.61, -2.63, -2.11], [-2.80, -2.07, 3.62], [-3.33, -0.69, 2.63], [-2.00, -0.50, 3.78], [-0.08, -3.06, 3.51], [0.77, -1.52, 3.30], [1.02, -2.82, 2.13], [-2.57, -4.31, 2.65], [-3.43, -6.25, 1.39], [-3.23, -6.31, -1.08], [-2.16, -4.44, -2.27], [-2.18, -2.27, -3.42], [-1.47, -0.65, -3.47], [-2.93, -0.93, -2.53], [0.27, -3.50, -2.69], [1.33, -2.98, -1.36], [1.16, -1.98, -2.80], [0.04, 3.39, -5.09], [-0.32, 3.29, -3.98], [-0.67, 3.31, -2.72], [-0.80, 2.24, -1.98], [-0.76, 1.40, -1.18], [3.03, 2.44, -3.77], [2.59, 1.10, -4.31], [1.46, 0.63, -3.42], [1.97, 0.50, -2.07], [2.35, 1.79, -1.52], [3.51, 2.33, -2.34], [2.20, 3.05, -3.78], [3.73, 2.86, -4.37], [3.44, 0.43, -4.25], [2.28, 1.24, -5.35], [1.09, -0.33, -3.77], [0.66, 1.35, -3.52], [1.24, 0.10, -1.47], [2.61, 1.67, -0.47], [1.53, 2.53, -1.57], [4.34, 1.63, -2.34], [3.83, 3.31, -2.02]]
}

---

Record 4
{
  "formula": "C22H32FN7O5Ti",
  "method": "ωB97M-V/def2-TZVPD",
  "de_lowest_kcal_mol": 38.6,
  "homo_lumo_gap_ha": [0.277, 0.301],
  "spin_multiplicity": 2,
  "e_homo_ev": [-15.11, -15.76],
  "s_squared": 0.753,
  "lumo_ev": [-7.563, -7.556],
  "charge": 3,
  "elements": ["Ti", "C", "C", "N", "C", "C", "C", "O", "O", "C", "O", "C", "C", "C", "F", "C", "C", "C", "N", "C", "C", "N", "C", "C", "H", "H", "H", "H", "H", "H", "H", "H", "H", "H", "H", "H", "H", "H", "H", "H", "H", "H", "N", "C", "C", "C", "C", "N", "C", "N", "N", "C", "O", "O", "H", "H", "H", "H", "H", "H", "H", "H", "H", "H", "H", "H", "H", "H"],
  "positions_angstrom": [[0.04, -2.81, 1.17], [4.59, 2.91, 1.77], [4.17, 2.35, 0.41], [2.94, 1.54, 0.51], [3.05, 0.21, 0.40], [1.99, -0.62, 0.62], [1.90, -2.12, 0.60], [1.84, -2.69, 1.74], [1.15, -2.65, -0.32], [0.74, -0.12, 1.07], [-0.23, -0.94, 1.37], [0.62, 1.29, 1.14], [-0.58, 1.91, 1.55], [-0.69, 3.26, 1.55], [-1.80, 3.82, 2.05], [0.35, 4.12, 1.08], [1.55, 3.51, 0.75], [1.72, 2.12, 0.80], [0.18, 5.48, 1.01], [1.32, 6.37, 0.86], [0.98, 7.75, 1.40], [-0.13, 8.38, 0.61], [-1.04, 7.34, 0.00], [-1.13, 6.13, 0.92], [5.50, 3.49, 1.65], [4.79, 2.10, 2.47], [3.83, 3.56, 2.20], [4.96, 1.70, 0.04], [4.03, 3.13, -0.33], [4.02, -0.19, 0.16], [-1.40, 1.31, 1.90], [2.38, 4.11, 0.43], [1.65, 6.43, -0.19], [2.16, 6.00, 1.45], [1.86, 8.39, 1.38], [0.66, 7.66, 2.44], [0.25, 8.97, -0.13], [-0.67, 9.00, 1.22], [-0.63, 7.05, -0.96], [-2.02, 7.78, -0.16], [-1.87, 5.46, 0.50], [-1.49, 6.44, 1.91], [-2.06, -2.94, 0.55], [-1.95, -4.27, -0.13], [-3.21, -5.13, 0.01], [-3.18, -6.57, -0.53], [-3.03, -6.78, -2.04], [-1.63, -6.66, -2.46], [-1.19, -6.74, -3.70], [-2.02, -6.94, -4.72], [0.12, -6.59, -3.92], [-0.70, -4.91, 0.53], [0.00, -5.71, -0.05], [-0.46, -4.42, 1.72], [-2.64, -3.05, 1.38], [-2.54, -2.27, -0.04], [-1.71, -4.09, -1.18], [-4.04, -4.60, -0.46], [-3.43, -5.20, 1.08], [-4.14, -7.01, -0.26], [-2.42, -7.16, -0.01], [-3.64, -6.06, -2.59], [-3.39, -7.78, -2.28], [-0.94, -6.57, -1.72], [-2.98, -7.18, -4.57], [-1.66, -7.06, -5.66], [0.76, -6.46, -3.15], [0.53, -6.75, -4.83]]
}

---

Record 5
{
  "formula": "C22H32I2IrN2OSb",
  "method": "ωB97M-V/def2-TZVPD",
  "de_lowest_kcal_mol": 0.0,
  "homo_lumo_gap_ha": [0.167, 0.180],
  "spin_multiplicity": 2,
  "e_homo_ev": [-17.04, -17.37],
  "s_squared": 0.791,
  "lumo_ev": [-12.501, -12.471],
  "charge": 3,
  "elements": ["Ir", "I", "C", "C", "C", "I", "C", "O", "C", "C", "N", "C", "C", "C", "C", "C", "C", "N", "C", "H", "H", "H", "H", "H", "H", "H", "H", "H", "H", "H", "C", "C", "C", "Sb", "C", "C", "C", "C", "C", "C", "H", "H", "H", "H", "H", "H", "H", "H", "H", "H", "H", "H", "H", "H", "H", "H", "H", "H", "H", "H", "H"],
  "positions_angstrom": [[-0.29, 0.06, -1.25], [2.58, -6.21, -4.33], [1.56, -4.81, -3.31], [0.29, -5.10, -2.79], [-0.41, -4.14, -2.12], [-2.28, -4.51, -1.42], [0.19, -2.80, -1.93], [-0.49, -1.94, -1.33], [1.53, -2.52, -2.46], [2.24, -1.22, -2.18], [1.43, -0.02, -2.48], [2.15, 1.26, -2.23], [1.15, 2.38, -2.10], [1.43, 3.68, -2.46], [0.47, 4.66, -2.25], [-0.75, 4.31, -1.69], [-0.97, 2.99, -1.36], [-0.04, 2.04, -1.55], [2.16, -3.51, -3.13], [-0.14, -6.08, -2.95], [3.18, -1.20, -2.75], [2.50, -1.17, -1.12], [1.15, -0.04, -3.47], [2.87, 1.46, -3.03], [2.70, 1.14, -1.29], [2.39, 3.92, -2.90], [0.68, 5.69, -2.52], [-1.52, 5.04, -1.52], [-1.91, 2.66, -0.94], [3.15, -3.34, -3.54], [-0.90, -2.67, 2.16], [-0.01, -1.45, 2.35], [1.43, -1.70, 1.92], [-0.82, 0.24, 1.31], [-2.96, 0.19, 1.61], [-3.25, 0.36, 3.10], [-3.67, 1.23, 0.75], [-0.03, 2.00, 2.26], [0.14, 1.71, 3.75], [1.28, 2.47, 1.63], [-0.48, -3.51, 2.72], [-0.97, -2.97, 1.11], [-1.91, -2.51, 2.54], [-0.03, -1.13, 3.39], [1.48, -2.01, 0.87], [1.86, -2.51, 2.52], [2.07, -0.83, 2.05], [-3.24, -0.81, 1.28], [-3.00, 1.36, 3.45], [-2.73, -0.37, 3.72], [-4.32, 0.23, 3.27], [-3.35, 2.25, 1.01], [-4.74, 1.19, 0.94], [-3.51, 1.06, -0.31], [-0.80, 2.76, 2.12], [0.95, 0.98, 3.92], [-0.76, 1.34, 4.22], [0.43, 2.63, 4.26], [2.05, 1.70, 1.67], [1.66, 3.32, 2.20], [1.16, 2.80, 0.60]]
}

---

Record 6
{
  "formula": "C22H32N14O2W",
  "method": "ωB97M-V/def2-TZVPD",
  "de_lowest_kcal_mol": 17.1,
  "homo_lumo_gap_ha": [0.246, 0.230],
  "spin_multiplicity": 3,
  "e_homo_ev": [-13.67, -14.22],
  "s_squared": 2.049,
  "lumo_ev": [-6.979, -7.967],
  "charge": 2,
  "elements": ["W", "N", "C", "C", "N", "C", "C", "N", "C", "C", "N", "H", "H", "H", "H", "H", "H", "H", "H", "H", "H", "H", "H", "H", "H", "H", "H", "H", "H", "N", "C", "N", "N", "N", "N", "C", "N", "N", "N", "N", "H", "C", "O", "C", "C", "C", "C", "C", "C", "N", "C", "C", "C", "C", "C", "C", "C", "O", "H", "H", "H", "H", "H", "H", "H", "H", "H", "H", "H", "H", "H"],
  "positions_angstrom": [[0.09, 0.39, 0.06], [1.51, 0.18, -1.78], [1.93, -1.15, -2.25], [1.95, -2.07, -1.07], [0.64, -1.96, -0.35], [-0.44, -2.56, -1.21], [-1.42, -1.54, -1.73], [-1.79, -0.67, -0.59], [0.81, -2.80, 0.88], [-0.38, -2.73, 1.79], [-0.63, -1.32, 2.07], [1.10, 0.71, -2.54], [2.33, 0.73, -1.51], [2.92, -1.11, -2.72], [1.23, -1.48, -3.02], [2.73, -1.77, -0.38], [2.12, -3.10, -1.36], [-0.98, -3.29, -0.62], [0.01, -3.11, -2.04], [-2.28, -2.03, -2.17], [-0.98, -0.90, -2.50], [-2.24, -1.21, 0.14], [-2.44, 0.06, -0.86], [1.70, -2.43, 1.40], [1.01, -3.83, 0.58], [-0.19, -3.32, 2.69], [-1.27, -3.16, 1.33], [-0.02, -1.02, 2.82], [-1.57, -1.16, 2.40], [0.65, 1.60, 3.29], [1.70, 1.00, 2.63], [2.92, 1.00, 3.08], [3.64, 0.35, 2.11], [2.90, 0.00, 1.14], [1.61, 0.39, 1.44], [-0.58, 1.84, 2.71], [-1.50, 2.61, 3.19], [-2.52, 2.55, 2.28], [-2.23, 1.78, 1.31], [-0.96, 1.27, 1.55], [0.83, 2.03, 4.18], [3.29, 2.22, -3.68], [3.13, 2.22, -2.25], [4.10, 2.76, -1.49], [5.39, 3.02, -1.94], [6.36, 3.47, -1.05], [6.06, 3.66, 0.30], [4.79, 3.42, 0.74], [3.78, 3.01, -0.15], [2.51, 2.87, 0.42], [1.25, 2.75, -0.02], [0.74, 3.34, -1.27], [1.17, 4.54, -1.82], [0.45, 5.11, -2.85], [-0.70, 4.48, -3.34], [-1.12, 3.27, -2.81], [-0.38, 2.72, -1.79], [-0.71, 1.49, -1.25], [2.32, 1.95, -4.09], [4.05, 1.50, -3.99], [3.55, 3.22, -4.03], [5.66, 2.83, -2.97], [7.36, 3.66, -1.42], [6.82, 3.99, 0.99], [4.54, 3.57, 1.79], [2.58, 2.87, 1.43], [0.57, 2.94, 0.80], [2.03, 5.05, -1.41], [0.76, 6.06, -3.27], [-1.26, 4.94, -4.14], [-2.01, 2.77, -3.17]]
}

---

Record 7
{
  "formula": "C22H32N4O4S",
  "method": "ωB97M-V/def2-TZVPD",
  "de_lowest_kcal_mol": 29.6,
  "homo_lumo_gap_ha": 0.295,
  "smiles": "CCN(CC)S(=O)(=O)c1ccc2[nH]cc(C(=O)NCCN3CCCCCC3)c(=O)c2c1",
  "e_homo_ev": -8.19,
  "lumo_ev": -0.170,
  "charge": 0,
  "elements": ["C", "C", "N", "C", "C", "S", "O", "O", "C", "C", "C", "C", "N", "C", "C", "C", "O", "N", "C", "C", "N", "C", "C", "C", "C", "C", "C", "C", "O", "C", "C", "H", "H", "H", "H", "H", "H", "H", "H", "H", "H", "H", "H", "H", "H", "H", "H", "H", "H", "H", "H", "H", "H", "H", "H", "H", "H", "H", "H", "H", "H", "H", "H"],
  "positions_angstrom": [[-7.11, -3.28, -0.28], [-5.69, -2.75, -0.09], [-5.65, -1.35, 0.27], [-6.02, -0.96, 1.61], [-4.79, -0.88, 2.52], [-6.05, -0.26, -0.92], [-7.34, 0.34, -0.69], [-5.80, -0.86, -2.19], [-4.82, 1.01, -0.63], [-5.21, 2.35, -0.59], [-4.26, 3.33, -0.40], [-2.92, 2.98, -0.23], [-1.96, 3.94, -0.04], [-0.66, 3.62, 0.11], [-0.20, 2.34, 0.12], [1.28, 2.18, 0.31], [2.00, 3.16, 0.39], [1.71, 0.91, 0.39], [3.10, 0.56, 0.50], [3.60, -0.12, -0.78], [5.01, -0.44, -0.67], [5.30, -1.60, 0.16], [6.31, -1.23, 1.24], [7.72, -1.02, 0.69], [7.79, -0.05, -0.49], [7.22, -0.65, -1.77], [5.71, -0.42, -1.93], [-1.12, 1.23, -0.06], [-0.80, 0.04, -0.04], [-2.53, 1.63, -0.26], [-3.50, 0.65, -0.47], [-7.08, -4.33, -0.59], [-7.69, -3.21, 0.64], [-7.61, -2.70, -1.05], [-5.14, -2.84, -1.03], [-5.17, -3.32, 0.69], [-6.50, 0.02, 1.54], [-6.75, -1.66, 2.03], [-4.07, -0.17, 2.13], [-5.09, -0.57, 3.52], [-4.31, -1.85, 2.59], [-6.25, 2.58, -0.71], [-4.55, 4.37, -0.37], [-2.25, 4.91, -0.03], [0.05, 4.42, 0.25], [1.02, 0.17, 0.26], [3.23, -0.11, 1.36], [3.66, 1.48, 0.67], [3.47, 0.59, -1.61], [2.98, -1.01, -1.00], [4.38, -1.94, 0.64], [5.67, -2.44, -0.44], [6.34, -2.01, 2.00], [5.98, -0.30, 1.71], [8.36, -0.65, 1.50], [8.13, -1.99, 0.38], [7.25, 0.86, -0.24], [8.84, 0.20, -0.66], [7.71, -0.20, -2.64], [7.44, -1.72, -1.80], [5.55, 0.58, -2.36], [5.31, -1.16, -2.65], [-3.21, -0.39, -0.50]]
}

---

For each record above, in turn, the calculated E values are -142840.2786; -68818.6401; -91239.4889; -69815.0397; -53910.3518; -50099.8711; -48319.8293 eV.